[1]
{
  "formula": "C12H15F9NNaO9",
  "method": "ωB97M-V with the def2-TZVPD basis set",
  "gap_ev": [2.67, 7.55],
  "energy_ha": -2259.233580,
  "charge": -1,
  "spin_multiplicity": 2,
  "homo_ev": [-0.5906, -5.4784],
  "species": ["Na", "N", "O", "O", "O", "C", "C", "O", "C", "O", "C", "F", "F", "F", "H", "H", "H", "H", "H", "C", "C", "O", "C", "O", "C", "F", "F", "F", "H", "H", "H", "H", "H", "C", "C", "O", "C", "O", "C", "F", "F", "F", "H", "H", "H", "H", "H"],
  "coordinates": [[-0.1884, -0.1273, 0.8558], [-0.4180, 0.0974, 3.6491], [-0.7832, 0.0864, 4.7963], [-0.2368, 1.1160, 3.0121], [-0.1057, -0.9033, 3.0042], [-0.8235, 1.6453, -4.5786], [-0.8249, 0.4918, -3.5495], [0.4897, -0.0144, -3.5015], [1.2553, -0.0587, -2.3787], [0.9979, 0.5198, -1.3089], [2.6932, -0.5932, -2.6575], [2.9027, -0.7168, -4.0184], [3.5535, 0.2447, -2.1140], [2.7996, -1.8538, -2.1363], [0.0278, 2.3011, -4.3960], [-1.7390, 2.2368, -4.5920], [-0.5209, 1.3630, -5.5870], [-1.4898, -0.3096, -3.8717], [-1.1849, 0.7358, -2.5501], [-3.8040, 0.3207, 2.6403], [-3.9078, 1.7482, 2.0609], [-4.2618, 1.7770, 0.7436], [-3.3903, 1.5229, -0.2753], [-2.2545, 1.0218, -0.0697], [-3.9015, 1.8852, -1.6726], [-3.0884, 2.8112, -2.2515], [-3.9472, 0.7206, -2.3636], [-5.1539, 2.3361, -1.5944], [-4.7466, -0.2204, 2.5584], [-3.5971, 0.2581, 3.7087], [-3.0752, -0.2938, 2.1118], [-2.9950, 2.3157, 2.2420], [-4.7206, 2.3761, 2.4258], [5.0149, -0.2402, 2.0420], [3.5375, -0.5544, 1.8711], [3.2628, -1.9890, 1.6864], [2.3002, -2.4763, 1.0036], [1.5348, -1.7897, 0.3116], [2.1385, -3.9783, 1.1704], [0.8319, -4.0422, 1.5312], [2.3338, -4.5535, -0.0038], [2.9078, -4.4944, 2.1088], [5.5684, -0.7362, 1.2447], [5.4899, -0.6114, 2.9501], [5.2842, 0.8151, 1.9986], [3.2070, -0.0115, 0.9856], [3.0273, -0.1782, 2.7578]],
  "forces_ev_per_angstrom": [[-0.605, 0.588, -0.141], [1.007, 0.317, -0.651], [-0.700, -0.360, 1.516], [-0.211, 3.805, -0.756], [0.144, -3.969, -0.268], [0.822, 0.098, 0.328], [-1.379, 0.883, -0.231], [2.668, -1.649, 1.248], [-1.924, 3.391, 1.015], [0.657, -2.202, -2.756], [-1.657, -1.399, -1.219], [0.287, 0.353, 1.790], [0.427, -0.517, -0.212], [0.506, 1.324, -0.407], [-0.184, 0.392, 0.799], [0.036, -0.236, 0.101], [-0.676, -0.781, -0.148], [0.231, -0.171, -0.198], [0.176, 0.569, 0.044], [-0.531, -0.039, 0.150], [0.439, -0.026, 0.974], [-1.799, 0.014, -1.794], [-0.525, 1.022, -1.357], [2.156, -1.117, -0.029], [0.700, -1.229, 5.675], [-0.377, -0.348, -1.486], [0.382, 0.215, -2.087], [-0.403, 0.697, -0.971], [-0.305, 0.151, -0.357], [0.391, 0.468, 0.058], [0.168, 0.326, -0.057], [0.429, -0.151, 0.025], [-0.054, -0.418, 1.189], [0.919, -1.308, -0.295], [-0.065, 0.926, -0.273], [2.476, 0.550, 1.862], [-1.924, 3.352, -1.930], [1.178, -1.989, 1.256], [-1.460, 1.746, 0.097], [0.587, -1.276, -0.051], [0.029, -0.857, -0.055], [-0.035, -0.494, -0.140], [0.092, 0.102, -0.236], [-0.450, -0.155, 0.259], [-0.662, 0.094, -0.146], [-0.394, -0.212, 0.070], [-0.584, -0.478, -0.207]]
}

=====

[2]
{
  "formula": "C6H14N2O2",
  "method": "ωB97M-V with the def2-TZVPD basis set",
  "gap_ev": 9.52,
  "energy_ha": -497.033119,
  "smiles": "CNC(C)=O.CNC(C)=O",
  "homo_ev": -8.9980,
  "e_above_lowest_kcal_mol": 15.3,
  "species": ["C", "C", "C", "O", "N", "H", "H", "H", "H", "H", "H", "H", "C", "C", "C", "O", "N", "H", "H", "H", "H", "H", "H", "H"],
  "coordinates": [[-1.6133, 1.8452, 0.0117], [-2.0210, -0.8716, -2.5556], [-2.2566, 0.8519, -0.9368], [-3.4686, 0.8315, -1.0357], [-1.4167, 0.0505, -1.6349], [-0.7200, 2.2623, -0.4000], [-0.5284, -0.2221, -1.1614], [-3.0346, -1.0838, -2.2802], [-2.3013, 2.6614, 0.2271], [-1.3365, 1.3902, 0.9570], [-1.8783, -0.4300, -3.5399], [-1.5122, -1.8415, -2.4776], [0.3134, -1.0477, 2.1859], [3.4191, 0.1270, 0.4057], [1.9527, -0.1574, 0.5888], [1.1057, 0.1813, -0.2343], [1.6551, -0.9357, 1.6583], [2.3834, -1.1006, 2.3376], [0.2795, -0.6651, 3.1967], [4.0524, -0.5875, 0.9350], [-0.3404, -0.4151, 1.6224], [-0.0340, -2.0736, 2.1263], [3.6651, 0.0650, -0.6524], [3.6354, 1.1655, 0.6564]],
  "forces_ev_per_angstrom": [[-0.189, 0.090, 0.154], [1.121, -0.759, -0.075], [0.068, 0.701, 0.983], [-0.372, -0.104, -0.476], [0.702, -0.413, 1.211], [0.686, 0.183, -0.326], [-0.887, 0.770, -0.703], [-0.699, 0.327, -0.206], [-0.156, -0.206, -0.092], [-0.040, -0.209, 0.132], [-0.536, -0.512, -0.332], [0.151, 0.266, -0.333], [0.046, -0.149, -0.102], [0.156, 0.128, -0.522], [-0.160, -0.676, -0.715], [0.469, 0.146, 0.589], [0.192, 0.406, 0.615], [0.070, 0.067, -0.299], [0.038, -0.203, 0.403], [-0.021, 0.310, 0.162], [-0.358, 0.179, -0.543], [-0.173, -0.087, 0.166], [-0.153, -0.166, -0.089], [0.045, -0.088, 0.399]]
}

=====

[3]
{
  "formula": "CHN6S",
  "method": "ωB97M-V with the def2-TZVPD basis set",
  "gap_ev": [4.55, 5.17],
  "energy_ha": -765.294140,
  "charge": -1,
  "spin_multiplicity": 3,
  "homo_ev": [-1.2805, -4.2092],
  "species": ["C", "N", "N", "N", "N", "N", "N", "S", "H"],
  "coordinates": [[0.3002, -0.1217, 3.0484], [2.1541, -0.0268, 1.7369], [1.4175, -0.1486, 3.7785], [2.4404, -0.0849, 2.9489], [0.3233, -0.0088, -0.4755], [-0.1481, 0.0097, 0.7017], [0.6643, -0.0388, 1.7030], [-1.2638, -0.1893, 3.5838], [-0.4785, 0.0376, -1.1164]],
  "forces_ev_per_angstrom": [[2.734, 0.206, -2.555], [-2.483, 0.149, -2.306], [-0.587, 0.014, 1.028], [0.972, -0.164, 1.559], [1.330, 0.008, -1.843], [-2.815, 0.037, 0.805], [2.629, -0.177, 2.308], [-1.923, -0.065, 0.480], [0.143, -0.008, 0.525]]
}

=====

[4]
{
  "formula": "C3H11N2",
  "method": "ωB97M-V with the def2-TZVPD basis set",
  "gap_ev": 9.48,
  "energy_ha": -230.130346,
  "charge": 1,
  "homo_ev": -14.2285,
  "e_above_lowest_kcal_mol": 32.7,
  "species": ["C", "C", "H", "H", "H", "H", "H", "H", "N", "C", "N", "H", "H", "H", "H", "H"],
  "coordinates": [[-0.7009, -1.9965, 1.6841], [-1.0878, -2.3205, 0.1717], [0.1843, -2.4624, 2.0588], [-1.5456, -1.9445, 2.4719], [-0.5505, -0.8243, 1.6650], [-1.4825, -3.3329, 0.1541], [-1.8127, -1.7073, -0.2996], [-0.2157, -2.2234, -0.4662], [0.0304, 1.3614, -1.0821], [1.1619, 1.9667, -1.3441], [1.4822, 3.1520, -0.8380], [-0.6086, 1.7192, -0.3568], [-0.2293, 0.4891, -1.4859], [1.9993, 1.2698, -1.6315], [2.4490, 3.2296, -0.5426], [0.9264, 3.6238, -0.1588]],
  "forces_ev_per_angstrom": [[-2.327, 4.247, -0.689], [0.800, -1.073, 2.105], [0.357, -0.420, 0.079], [1.115, -1.074, -1.485], [0.511, -1.948, 0.161], [0.188, -0.161, -0.448], [-1.033, 0.895, 0.185], [0.399, -0.407, 0.050], [-0.588, 1.218, 0.522], [0.919, -1.481, 2.254], [1.085, -0.987, -0.038], [0.259, -0.023, -0.875], [0.090, -0.661, -0.321], [-0.902, 1.283, -0.832], [0.249, 0.255, -0.749], [-1.124, 0.338, 0.084]]
}